[1]
DFT (ωB97M-V with the def2-TZVPD basis set) results for a cluster of 36 separate species, C17H93ClN4O36S2 in total.

Results
E_tot   -4887.67298 Eh
HOMO level   -9.45 eV
Frontier orbital gap   7.53 eV

Structure (ORCA input):
```
! wB97M-V def2-TZVPD RIJCOSX def2/J DEFGRID3
* xyz 0 1
O 0.878 3.655 -5.921
H -2.405 -3.189 2.423
H 4.306 -2.770 7.222
O 2.170 -4.499 1.365
H 2.383 -6.647 -3.211
C 0.967 0.271 2.419
H -4.782 7.474 0.877
H -3.411 -2.715 3.463
Cl -5.258 1.353 1.260
H -2.224 -3.052 -4.838
H 1.837 -3.897 3.153
O 4.893 -4.085 9.388
N -1.541 -3.100 -0.534
C 4.497 -4.673 -1.864
H 2.140 1.084 -8.489
O 3.405 -1.827 3.552
O 2.057 -6.771 2.942
H 4.095 2.010 -6.396
H -4.754 -3.851 1.868
H 2.116 2.767 8.247
H -5.792 -0.927 1.630
H -3.312 3.847 -4.232
H -1.873 -1.693 -5.427
S 3.957 -1.803 -0.577
H -4.200 7.926 -0.452
O 0.868 3.988 -2.635
C -4.127 -1.018 0.267
H -1.536 0.582 -6.203
H 1.119 4.221 -1.735
H -5.878 -3.784 -2.881
C -1.179 -0.080 1.504
H -5.538 9.497 -1.000
O -1.307 0.777 -5.288
H 0.920 1.139 4.412
O -4.846 8.177 0.224
C 2.966 -5.824 -2.806
H -1.652 4.476 -1.846
O -0.691 -1.249 5.581
N 3.496 -3.795 -2.196
H -3.381 1.586 6.109
H 1.149 -0.693 1.914
C -0.009 -0.216 -2.850
C 0.776 -1.534 -2.656
O 2.353 1.290 -7.573
H -1.887 1.517 -5.058
H 3.910 1.971 -0.077
H -7.144 -1.128 -2.351
S 2.565 -1.316 -3.150
O 5.092 5.505 -1.505
C -1.050 0.360 -0.004
H 0.735 3.621 -4.969
H 2.360 0.209 4.124
H -3.385 2.874 -3.070
O -0.487 -4.093 2.091
O -3.252 2.908 -4.024
O -9.126 -3.819 -4.001
O 2.863 5.845 -3.837
H 1.761 2.022 -7.350
H 6.557 -2.274 -4.946
H 0.837 -0.678 4.385
H 2.829 -7.317 2.758
H 5.578 0.122 -6.470
O -2.027 7.547 -0.862
C -1.885 -0.495 -0.982
H -2.192 0.098 1.895
N -1.989 2.823 -0.025
H 6.417 0.236 -2.628
H -4.977 9.964 -2.339
O -2.556 -2.151 -4.924
O 2.199 -4.431 3.872
H 1.664 1.002 1.982
H 0.034 0.329 -0.209
H 4.046 -2.044 2.867
H 0.509 0.602 -2.328
H 0.393 -2.321 -3.321
H -4.436 -1.978 -0.189
H 4.308 -4.089 10.153
O -0.560 4.341 8.657
H -0.765 -2.172 5.852
H -3.490 -1.264 1.125
H 5.920 -0.593 -1.456
O -2.504 -2.577 3.161
H -0.832 -3.887 1.212
O 1.465 1.303 6.638
H 0.744 -1.915 -1.625
H -0.573 -1.052 7.587
O 5.729 0.239 -7.414
H -2.983 0.746 4.907
H 7.001 -0.966 -5.575
H -8.516 -3.991 -3.272
H 4.848 0.182 -7.798
H 0.983 0.475 6.521
O 6.534 0.117 -1.679
O 2.274 3.557 8.776
O -2.778 0.885 5.838
H -3.853 -0.586 -1.812
C -3.429 -0.213 -0.861
H -1.487 -1.091 5.063
H 0.065 0.033 -3.943
H 4.427 -4.618 8.735
H -6.266 -0.472 -0.006
N 4.221 -5.877 -2.216
H 5.159 4.809 -0.843
H 1.568 -4.167 -3.206
H -0.043 4.913 8.083
O -6.781 -1.630 -1.613
O 4.464 -2.685 6.275
H 0.809 1.898 7.023
O -0.359 0.799 2.243
O 6.278 -1.362 -5.074
C 2.505 -4.537 -2.810
O -0.376 -0.903 8.522
H 1.704 -6.562 2.070
H 2.514 4.227 8.129
H 3.130 6.083 -2.939
H 1.672 -5.239 3.857
O 3.610 1.400 0.639
H -1.085 4.923 -3.177
H 5.392 -4.335 -1.351
H 0.031 4.166 9.398
H -7.336 -2.418 -1.569
O -5.552 -3.370 2.112
H -0.900 -1.132 1.661
H -2.026 -1.145 -3.070
H -0.987 -0.205 8.780
H -8.607 -3.305 -4.627
O -5.611 10.206 -1.658
O 4.843 2.592 -6.213
H -6.261 -5.135 -2.295
H 5.207 2.769 -7.085
H 2.740 -4.667 2.131
H 0.809 4.590 -6.141
C 1.280 0.226 3.921
H 4.382 -1.738 6.109
C -1.731 -1.971 -0.686
C -1.547 -0.331 -2.504
H 3.414 6.399 -4.398
H -2.193 6.731 -1.362
H 5.717 5.239 -2.188
H -5.948 -3.134 1.266
H -1.790 8.189 -1.538
H 2.735 -4.037 0.737
H 0.298 -4.629 1.907
C 3.373 -2.421 -1.971
H -2.018 0.612 -2.829
O -6.572 -4.227 -2.379
H 3.466 -2.570 4.174
H -3.656 0.860 -0.829
H 3.351 0.585 0.192
C -5.459 -0.362 0.747
C -1.414 1.822 -0.061
O -1.720 5.181 -2.501
H 1.431 4.551 -3.188
*
```

=====

[2]
DFT (ωB97M-V with the def2-TZVPD basis set) results for a structure of composition C17H9Cl56N2O4P.

Results
E_tot   -27175.63259 Eh
Relative energy (zero: lowest compared OMol25 entry of this formula, charge and spin)   0.4 kcal/mol
HOMO level   -9.42 eV
Frontier orbital gap   9.37 eV

Structure (ORCA input):
```
! wB97M-V def2-TZVPD RIJCOSX def2/J DEFGRID3
* xyz 0 1
Cl 4.347 1.081 5.767
Cl -10.634 -3.393 -10.669
Cl 3.294 1.144 -2.953
Cl 12.646 -0.598 7.974
Cl 10.577 -1.959 9.447
Cl -7.891 -1.334 -3.677
C -6.014 -7.182 -1.451
C 12.317 -1.691 9.322
C -3.524 3.098 1.951
Cl -2.363 6.974 1.869
C -3.052 7.875 3.224
Cl -3.346 -2.804 -1.298
C 0.602 -3.620 -5.223
C -8.935 -2.917 -10.620
O -3.224 -3.627 -3.968
C 7.888 -3.702 7.174
H 0.805 -1.574 -5.978
Cl -3.616 1.347 2.159
Cl -1.657 -3.062 1.063
N -3.667 -1.258 -2.968
Cl -4.501 7.061 3.816
N 0.931 -1.553 -3.878
C -2.802 -3.897 0.006
Cl 4.227 4.058 7.780
C 4.044 -0.101 4.490
Cl -8.798 -1.298 -9.927
Cl 4.247 1.719 -0.278
Cl 6.782 5.424 -1.541
P -2.760 -2.117 -3.866
Cl 7.271 -5.350 7.309
C -7.383 -2.363 -5.021
Cl 2.689 -1.134 4.948
Cl 6.881 -2.779 6.050
C -6.004 2.216 -2.116
Cl 4.968 6.675 8.735
C 5.553 5.216 7.931
Cl -5.081 1.089 -1.132
Cl 3.664 0.745 2.990
Cl 5.998 7.153 0.629
Cl -2.760 3.465 0.399
Cl -5.145 -6.052 -2.492
Cl 7.834 -2.926 8.766
C -0.389 -1.145 -3.714
Cl -8.276 -2.912 -12.258
Cl 13.126 -3.236 9.035
H -4.096 -0.525 -3.521
Cl 0.613 6.063 3.671
H 0.596 -3.976 -4.195
Cl -3.471 9.504 2.687
H 2.280 -2.339 -5.272
Cl -5.298 3.832 -1.989
Cl 12.925 -0.978 10.820
H -0.444 -3.598 -5.524
H 1.459 -0.689 -3.852
Cl -7.680 2.260 -1.555
O -2.795 -1.544 -5.357
C 5.734 5.583 -0.129
Cl 2.759 -0.696 -0.798
Cl 6.855 4.497 8.881
Cl -5.976 1.695 -3.810
Cl -5.152 3.780 1.976
Cl -8.124 -3.960 -4.847
Cl -4.914 -7.839 -0.235
C 2.944 1.006 -1.223
Cl 6.123 4.308 1.032
Cl 5.489 -1.095 4.259
C 1.208 -2.206 -5.183
C 2.195 5.283 3.581
Cl -2.565 3.799 3.258
Cl 2.861 5.498 1.960
Cl -7.905 -1.637 -6.548
Cl -8.031 -4.060 -9.623
H 1.177 -4.285 -5.855
Cl 6.159 5.635 6.324
H -2.493 -4.246 -4.108
Cl -1.859 7.972 4.527
Cl -7.340 -6.334 -0.651
Cl -2.004 -5.317 -0.717
Cl 9.549 -3.744 6.578
O -0.766 -0.009 -3.838
Cl 3.288 5.986 4.776
Cl -4.203 -4.420 0.948
H -1.963 -1.629 -5.839
Cl 4.050 5.449 -0.673
Cl -5.630 -2.529 -5.017
O -1.224 -2.171 -3.325
Cl 2.023 3.555 3.902
Cl -6.665 -8.503 -2.430
Cl 1.443 1.866 -0.872
*
```

=====

Copy entry 2 word for word.
DFT (ωB97M-V with the def2-TZVPD basis set) results for a structure of composition C17H9Cl56N2O4P.

Results
E_tot   -27175.63259 Eh
Relative energy (zero: lowest compared OMol25 entry of this formula, charge and spin)   0.4 kcal/mol
HOMO level   -9.42 eV
Frontier orbital gap   9.37 eV

Structure (ORCA input):
```
! wB97M-V def2-TZVPD RIJCOSX def2/J DEFGRID3
* xyz 0 1
Cl 4.347 1.081 5.767
Cl -10.634 -3.393 -10.669
Cl 3.294 1.144 -2.953
Cl 12.646 -0.598 7.974
Cl 10.577 -1.959 9.447
Cl -7.891 -1.334 -3.677
C -6.014 -7.182 -1.451
C 12.317 -1.691 9.322
C -3.524 3.098 1.951
Cl -2.363 6.974 1.869
C -3.052 7.875 3.224
Cl -3.346 -2.804 -1.298
C 0.602 -3.620 -5.223
C -8.935 -2.917 -10.620
O -3.224 -3.627 -3.968
C 7.888 -3.702 7.174
H 0.805 -1.574 -5.978
Cl -3.616 1.347 2.159
Cl -1.657 -3.062 1.063
N -3.667 -1.258 -2.968
Cl -4.501 7.061 3.816
N 0.931 -1.553 -3.878
C -2.802 -3.897 0.006
Cl 4.227 4.058 7.780
C 4.044 -0.101 4.490
Cl -8.798 -1.298 -9.927
Cl 4.247 1.719 -0.278
Cl 6.782 5.424 -1.541
P -2.760 -2.117 -3.866
Cl 7.271 -5.350 7.309
C -7.383 -2.363 -5.021
Cl 2.689 -1.134 4.948
Cl 6.881 -2.779 6.050
C -6.004 2.216 -2.116
Cl 4.968 6.675 8.735
C 5.553 5.216 7.931
Cl -5.081 1.089 -1.132
Cl 3.664 0.745 2.990
Cl 5.998 7.153 0.629
Cl -2.760 3.465 0.399
Cl -5.145 -6.052 -2.492
Cl 7.834 -2.926 8.766
C -0.389 -1.145 -3.714
Cl -8.276 -2.912 -12.258
Cl 13.126 -3.236 9.035
H -4.096 -0.525 -3.521
Cl 0.613 6.063 3.671
H 0.596 -3.976 -4.195
Cl -3.471 9.504 2.687
H 2.280 -2.339 -5.272
Cl -5.298 3.832 -1.989
Cl 12.925 -0.978 10.820
H -0.444 -3.598 -5.524
H 1.459 -0.689 -3.852
Cl -7.680 2.260 -1.555
O -2.795 -1.544 -5.357
C 5.734 5.583 -0.129
Cl 2.759 -0.696 -0.798
Cl 6.855 4.497 8.881
Cl -5.976 1.695 -3.810
Cl -5.152 3.780 1.976
Cl -8.124 -3.960 -4.847
Cl -4.914 -7.839 -0.235
C 2.944 1.006 -1.223
Cl 6.123 4.308 1.032
Cl 5.489 -1.095 4.259
C 1.208 -2.206 -5.183
C 2.195 5.283 3.581
Cl -2.565 3.799 3.258
Cl 2.861 5.498 1.960
Cl -7.905 -1.637 -6.548
Cl -8.031 -4.060 -9.623
H 1.177 -4.285 -5.855
Cl 6.159 5.635 6.324
H -2.493 -4.246 -4.108
Cl -1.859 7.972 4.527
Cl -7.340 -6.334 -0.651
Cl -2.004 -5.317 -0.717
Cl 9.549 -3.744 6.578
O -0.766 -0.009 -3.838
Cl 3.288 5.986 4.776
Cl -4.203 -4.420 0.948
H -1.963 -1.629 -5.839
Cl 4.050 5.449 -0.673
Cl -5.630 -2.529 -5.017
O -1.224 -2.171 -3.325
Cl 2.023 3.555 3.902
Cl -6.665 -8.503 -2.430
Cl 1.443 1.866 -0.872
*
```